# C20H18Cl5CuN2OS

A structure of composition C20H18Cl5CuN2OS in a non-equilibrium geometry (wB97M-V/def2-TZVPD, the Open Molecules 2025 dataset).

Geometry as XYZ:
```
48
C20H18Cl5CuN2OS, DFT wB97M-V/def2-TZVPD
Cu -0.28846 -0.28603 0.41067
Cl -2.72825 4.49328 -0.39195
Cl -1.46224 -1.19239 -2.85449
Cl -1.25907 2.47974 1.36569
Cl -3.82040 3.69434 -3.21451
Cl -2.44310 1.21711 -4.57666
S 2.00901 1.45040 -1.23491
O 1.48257 0.14831 -0.60517
N 0.42397 -0.79662 2.24014
N -1.56874 -1.77826 0.99195
C -3.50037 -3.41593 2.16997
C -1.78935 1.98169 -0.23804
C 0.07624 -1.85610 4.35289
C -0.32241 -1.55257 3.03099
C -2.90713 2.56114 -2.32419
C -1.46387 -2.11438 2.33071
C -3.65680 -2.95772 0.86977
C 3.70391 0.99220 -1.64198
C 1.32976 1.36966 -2.88896
C 1.45271 -0.12112 2.70472
C -2.52097 2.86986 -0.99483
C -1.49812 0.72021 -0.79638
C -2.40133 1.38306 -2.89489
C -2.66455 -2.14374 0.33313
C -1.85151 0.39336 -2.05708
C 4.63757 2.08469 -1.20006
C 1.91381 -0.33324 3.98966
C 1.46509 -0.00096 -3.47314
C -2.41979 -2.94696 2.89683
C 1.21114 -1.17031 4.88385
H 4.45052 2.41379 -0.17642
H -4.22436 -4.12158 2.60678
H 0.33175 1.76661 -2.81413
H 1.94142 0.61827 2.06545
H 3.82872 0.60359 -2.67488
H 0.75898 -0.78139 -2.98281
H -2.65203 -1.92222 -0.71190
H 1.23071 -1.04958 6.00486
H 3.73869 0.12319 -1.02075
H -2.34392 -3.21662 3.95172
H 5.64779 1.61499 -1.20314
H 1.91074 2.07189 -3.49187
H 2.86493 0.13269 4.34851
H -0.52160 -2.62971 4.86749
H 4.67774 2.80521 -2.06217
H -4.46286 -3.33863 0.24609
H 2.48631 -0.30361 -3.57489
H 1.19714 0.04040 -4.56169
```

- HOMO level (alpha / beta) (eV) = -6.159 / -6.156
- molecular weight (g mol⁻¹) = 575.25
- orbital gap (alpha / beta) (eV) = 5.8 / 5.8
- charge = 0